one) Computed, not measured: a molecular structure, C2H4NO2P, with the ωB97M-V functional and the def2-TZVPD basis.

```
10
Properties=species:S:1:pos:R:3
C -0.19 -1.12 0.08
C -0.64 0.25 0.53
N 1.79 -1.09 -0.06
O -0.56 -2.21 0.02
O 4.00 0.22 -0.47
P 2.60 0.35 -0.06
H -0.57 0.98 -0.34
H -1.71 0.12 0.81
H 0.01 0.53 1.36
H 2.13 -2.04 -0.31
```

Results
**Orbital gap**: 9.42 eV
**Total charge**: 0

two) Computed, not measured: C2H4NO2P in the gas phase, with the ωB97M-V functional and the def2-TZVPD basis.

```
10
Properties=species:S:1:pos:R:3
C -0.01 0.79 0.18
C 0.41 -0.60 0.46
N 1.74 1.06 1.61
O 1.16 1.60 0.40
O 2.46 1.86 2.19
P 1.22 -0.40 2.05
H -0.16 1.04 -0.94
H -0.95 1.21 0.61
H -0.43 -1.29 0.36
H 1.09 -0.89 -0.26
```

Results
**Structure (SMILES)**: [O-][N+]1=PCCO1
**Orbital gap (alpha / beta)**: 8.50 / 8.50 eV
**Total charge**: 0

three) Computed, not measured: C2H4NO2P in the gas phase, with the ωB97M-V functional and the def2-TZVPD basis.

```
10
Properties=species:S:1:pos:R:3
C -0.94 -0.98 -0.07
C 0.39 -0.43 0.10
N -1.95 0.11 -0.02
O -1.31 -2.10 -0.12
O -4.32 1.06 -0.15
P -3.62 -0.18 0.12
H 0.29 0.38 0.75
H 1.13 -1.16 0.55
H 0.75 -0.21 -0.83
H -1.81 1.09 0.06
```

Results
**Structure (SMILES)**: CC(=O)NP=O
**Orbital gap**: 9.84 eV
**Total charge**: 0

Relative energies, kJ/mol: one) 122.3; two) 455.0; three) 0.0.

one) Computed, not measured: 2 unconnected molecules or ions with the total composition C2H4NO2P, with the ωB97M-V functional and the def2-TZVPD basis.

```
10
Properties=species:S:1:pos:R:3
C -0.49 0.77 0.15
C -0.03 -0.49 -0.02
N 2.45 1.09 -0.15
O 1.68 2.00 -0.15
O 3.63 -1.27 -0.29
P 2.59 -0.39 0.28
H -0.80 1.63 -0.52
H -0.58 1.17 1.21
H -0.07 -1.10 0.85
H 0.00 -0.86 -0.98
```

Results
**Structure (SMILES)**: O=NP=O.C=C
**Orbital gap (alpha / beta)**: 7.48 / 7.46 eV
**Total charge**: 0

two) Computed, not measured: C2H4NO2P in the gas phase, with the ωB97M-V functional and the def2-TZVPD basis.

```
10
Properties=species:S:1:pos:R:3
C -0.92 -0.34 -0.16
C -0.50 1.08 -0.28
N 0.12 -1.20 0.02
O -2.08 -0.68 -0.18
O 1.41 0.80 -0.59
P 1.73 -0.56 0.11
H -0.74 1.62 -1.18
H -0.52 1.65 0.64
H -0.11 -2.18 0.11
H 1.62 -0.19 1.49
```

Results
**Orbital gap (alpha / beta)**: 8.47 / 8.47 eV
**Total charge**: 0

Relative energies, kJ/mol: one) 344.1; two) 0.0.

one) Computed, not measured: 2 unconnected molecules or ions with the total composition C5H8OS, with the ωB97M-V functional and the def2-TZVPD basis.

```
15
Properties=species:S:1:pos:R:3
C -0.94 1.90 0.07
C -0.45 1.36 1.25
C -0.04 1.58 -0.98
C 0.75 0.76 0.88
C -0.42 -2.30 -0.70
O 0.97 0.95 -0.43
S 1.94 -0.08 1.83
H -1.92 2.32 -0.06
H -0.72 1.39 2.23
H -1.42 -2.17 -0.43
H -0.21 1.83 -2.07
H -0.40 -3.38 -0.75
H -0.19 -1.78 -1.68
H 0.29 -1.98 0.08
H 2.76 -0.40 0.76
```

Results
**Structure (SMILES)**: Sc1ccco1.C
**Orbital gap**: 8.66 eV
**Total charge**: 0

two) Computed, not measured: C5H8OS in the gas phase, with the ωB97M-V functional and the def2-TZVPD basis.

```
15
Properties=species:S:1:pos:R:3
C 0.46 0.40 0.78
C -0.97 0.87 0.57
C 0.30 -0.76 -1.31
C 0.96 0.42 -0.66
C 1.88 0.88 0.41
H 0.88 -0.78 2.35
H -1.60 0.81 1.51
H -0.90 1.87 0.08
H 0.60 -1.71 -0.82
H 0.32 -0.78 -2.36
H 0.60 1.43 -1.10
H 2.23 1.99 0.56
H 2.62 0.22 0.78
O 0.51 -0.87 1.48
S -1.55 -0.44 -0.72
```

Results
**Structure (SMILES)**: O[C@]12CSC[C@@H]1C2
**Orbital gap**: 9.26 eV
**Total charge**: 0

Relative energies, kJ/mol: one) 0.0; two) 167.7.

one) Computed, not measured: a molecular structure, C5H8OS, with the ωB97M-V functional and the def2-TZVPD basis.

```
15
Properties=species:S:1:pos:R:3
C -0.09 1.21 -1.85
C -0.78 0.03 -1.06
C 0.03 -0.77 -0.04
C 0.88 -1.12 1.92
C -0.75 0.60 0.47
H 0.80 1.37 -1.00
H 0.16 1.06 -3.00
H -0.82 2.07 -1.75
H -1.67 -0.45 -1.72
H -0.44 -1.75 0.30
H 1.72 -0.85 2.62
H 0.38 -2.23 2.05
H -0.14 1.51 0.37
O 1.35 -0.72 0.58
S -0.65 0.03 2.13
```

Results
**Orbital gap**: 9.46 eV
**Total charge**: 0

two) Computed, not measured: C5H8OS in the gas phase, with the ωB97M-V functional and the def2-TZVPD basis.

```
15
Properties=species:S:1:pos:R:3
C -0.24 0.84 -0.05
C -0.64 -0.21 -1.15
C 0.52 -1.23 -1.09
C 1.24 -1.09 0.01
C 0.66 -0.03 0.90
H -1.78 2.55 -0.04
H 0.31 1.66 -0.48
H -1.64 -0.67 -0.90
H -0.75 0.21 -2.14
H 0.68 -1.94 -1.82
H 2.14 -1.63 0.21
H 1.53 0.55 1.30
H -0.38 0.09 2.50
O -0.04 -0.63 1.94
S -1.62 1.53 0.81
```

Results
**Structure (SMILES)**: O[C@H]1C=CC[C@H]1S
**Orbital gap**: 9.83 eV
**Total charge**: 0

three) Computed, not measured: a molecular structure, C5H8OS, with the ωB97M-V functional and the def2-TZVPD basis.

```
15
Properties=species:S:1:pos:R:3
C -2.72 -0.11 0.44
C -1.53 -0.20 -0.51
C -0.20 0.75 -0.71
C 1.61 0.90 0.39
C -0.31 -0.68 0.03
H -2.22 -0.29 1.72
H -3.64 0.74 0.39
H -3.31 -1.03 0.40
H -1.85 -0.57 -1.47
H 0.27 0.70 -1.77
H 1.73 0.88 1.62
H 2.51 1.33 -0.19
H -0.09 0.07 1.15
O 0.43 1.63 0.04
S 1.38 -1.17 0.00
```

Results
**Orbital gap**: 8.67 eV
**Total charge**: 0

Relative energies, kJ/mol: one) 491.2; two) 0.0; three) 684.5.

one) Computed, not measured: a molecular structure, C29H30HfN3O4S2, with the ωB97M-V functional and the def2-TZVPD basis.

```
69
Properties=species:S:1:pos:R:3
Hf 0.63 0.02 -0.52
C 3.08 1.88 -2.35
C 2.55 0.86 -3.14
C 1.18 0.79 -3.34
C 0.33 1.71 -2.72
C 0.86 2.68 -1.87
C 2.24 2.77 -1.70
H 4.15 1.99 -2.27
H 3.21 0.18 -3.65
H 0.78 0.07 -4.04
H -0.72 1.73 -2.98
H 0.21 3.43 -1.44
H 2.66 3.56 -1.10
C -7.04 1.25 -3.36
C -5.77 0.67 -2.84
C -5.74 -0.11 -1.69
C -4.56 -0.60 -1.18
C -3.37 -0.33 -1.84
C -3.37 0.41 -3.01
C -4.56 0.89 -3.51
S -1.83 -0.70 -1.07
O -0.74 -0.74 -2.08
O -1.86 -1.91 -0.27
N -1.39 0.59 -0.20
C -1.79 0.40 1.18
C -0.90 -0.70 1.81
O -1.24 -1.33 2.77
O 0.25 -0.87 1.20
H -7.73 1.44 -2.55
H -7.52 0.56 -4.06
H -6.85 2.18 -3.89
H -6.67 -0.33 -1.18
H -4.54 -1.20 -0.28
H -2.45 0.56 -3.54
H -4.56 1.47 -4.42
H -2.83 0.09 1.27
H -1.65 1.33 1.73
C 1.50 3.08 3.93
C 0.60 3.04 2.85
C 0.90 2.31 1.73
C 2.12 1.59 1.63
C 2.38 0.78 0.48
C 3.64 0.19 0.43
C 4.60 0.36 1.44
C 4.31 1.08 2.56
C 3.06 1.71 2.69
C 2.71 2.45 3.84
H 1.23 3.63 4.81
H -0.32 3.59 2.92
H 0.22 2.29 0.88
H 3.91 -0.41 -0.43
H 5.57 -0.12 1.33
H 5.03 1.19 3.36
H 3.42 2.49 4.66
S 1.93 -2.11 -1.30
C 1.70 -2.94 0.19
N 0.55 -3.54 0.46
C 0.27 -4.20 1.72
C 1.26 -3.75 2.79
C 2.68 -3.84 2.24
N 2.75 -3.09 1.00
H -0.25 -3.29 -0.12
H 0.31 -5.28 1.56
H -0.74 -3.92 2.03
H 1.17 -4.37 3.67
H 1.04 -2.72 3.06
H 2.96 -4.88 2.05
H 3.40 -3.41 2.94
H 3.60 -2.61 0.75
```

Results
**Orbital gap**: 7.72 eV
**Total charge**: +1

two) Computed, not measured: a molecular structure, C29H30HfN3O4S2, with the ωB97M-V functional and the def2-TZVPD basis.

```
69
Properties=species:S:1:pos:R:3
Hf 0.75 1.50 -0.37
C -1.25 4.20 1.90
C -1.02 3.87 3.22
C 0.28 3.78 3.71
C 1.35 4.03 2.87
C 1.13 4.37 1.53
C -0.16 4.45 1.05
H -2.26 4.27 1.52
H -1.86 3.68 3.87
H 0.46 3.54 4.75
H 2.36 3.98 3.25
H 1.97 4.61 0.89
H -0.34 4.76 0.02
C -1.56 -5.06 -4.96
C -0.82 -4.01 -4.18
C 0.56 -4.06 -4.03
C 1.24 -3.08 -3.33
C 0.51 -2.04 -2.77
C -0.87 -1.96 -2.90
C -1.53 -2.95 -3.60
S 1.33 -0.79 -1.89
O 2.74 -1.10 -1.82
O 0.66 -0.68 -0.53
N 0.95 0.65 -2.40
C 1.78 1.40 -3.36
C 2.48 2.49 -2.54
O 3.55 2.93 -2.78
O 1.70 2.85 -1.48
H -0.89 -5.88 -5.25
H -1.99 -4.63 -5.86
H -2.38 -5.48 -4.37
H 1.11 -4.88 -4.48
H 2.32 -3.11 -3.21
H -1.42 -1.14 -2.45
H -2.60 -2.91 -3.71
H 1.14 1.87 -4.10
H 2.51 0.78 -3.88
C -3.51 -0.30 2.89
C -2.10 -0.20 2.93
C -1.44 0.48 1.95
C -2.13 1.09 0.88
C -1.43 1.80 -0.15
C -2.17 2.41 -1.14
C -3.58 2.34 -1.17
C -4.25 1.64 -0.20
C -3.54 1.00 0.85
C -4.21 0.29 1.88
H -4.03 -0.84 3.68
H -1.56 -0.66 3.75
H -0.36 0.59 2.02
H -1.67 2.96 -1.93
H -4.12 2.83 -1.96
H -5.33 1.58 -0.21
H -5.29 0.23 1.86
S 2.66 1.26 1.36
C 2.56 -0.41 1.86
N 3.11 -1.35 1.13
C 3.04 -2.77 1.47
C 2.97 -2.92 2.98
C 1.84 -2.07 3.53
N 1.96 -0.70 3.01
H 3.46 -1.08 0.22
H 3.93 -3.25 1.07
H 2.16 -3.21 1.00
H 3.92 -2.60 3.43
H 2.81 -3.96 3.25
H 1.88 -2.01 4.62
H 0.87 -2.48 3.24
H 1.59 0.07 3.53
```

Results
**Orbital gap**: 7.98 eV
**Total charge**: +1

Relative energies, kJ/mol: one) 91.3; two) 0.0.